51
Properties=species:S:1:pos:R:3:forces:R:3 method="wB97M-V/def2-TZVPD" charge=0 homo_lumo_gap_ev=9.02 multiplicity=1 smiles="O=C(NC1CCCC1)[C@H](c1ccco1)N(Cc1ccccc1)C(=O)c1csnn1" total_energy_ha=-1656.34652 mol_weight_da=410.499
O 1.118 1.335 -1.568 0.2 0.1 -0.1
C 0.376 1.133 -0.632 0.1 -0.1 0.5
N -0.510 2.015 -0.150 -0.1 0.2 0.2
C -0.749 3.316 -0.747 0.1 0.0 -0.2
C -0.330 4.440 0.228 0.0 0.2 -0.1
C -1.598 5.252 0.514 0.0 0.0 0.1
C -2.740 4.280 0.228 0.0 0.2 -0.2
C -2.244 3.538 -1.009 -0.1 -0.1 0.1
C 0.452 -0.163 0.225 0.3 -0.1 -0.6
C 1.593 -1.032 -0.214 0.8 0.6 0.6
C 2.913 -0.991 0.120 -0.8 0.1 -0.1
C 3.529 -2.057 -0.578 -0.3 -0.3 -0.4
C 2.537 -2.664 -1.279 0.9 -0.1 0.1
O 1.361 -2.048 -1.068 -0.5 0.1 -0.1
N -0.799 -0.897 0.288 0.0 0.2 0.5
C -1.038 -1.618 1.536 -0.2 -0.2 0.1
C 0.018 -2.665 1.774 0.0 0.0 0.2
C 1.034 -2.463 2.697 -0.2 -0.1 0.0
C 2.035 -3.406 2.854 0.1 0.0 0.1
C 2.030 -4.557 2.086 0.1 0.0 0.1
C 1.014 -4.767 1.167 0.0 -0.1 0.0
C 0.012 -3.827 1.013 0.0 0.0 0.1
C -1.503 -1.279 -0.810 -0.2 0.1 -0.1
O -2.379 -2.118 -0.778 0.0 -0.2 -0.1
C -1.209 -0.521 -2.063 0.6 -0.8 -1.2
C -0.430 -0.913 -3.124 -0.2 0.4 -0.2
S -0.510 0.305 -4.310 0.1 -0.9 0.7
N -1.553 1.191 -3.394 -0.2 1.2 -0.8
N -1.824 0.658 -2.287 -0.8 0.0 0.8
H -1.149 1.730 0.576 0.1 -0.2 0.0
H -0.164 3.330 -1.668 -0.1 0.0 0.1
H 0.055 3.994 1.145 0.0 0.0 0.0
H 0.459 5.059 -0.195 0.1 0.0 0.0
H -1.618 5.638 1.533 0.0 0.1 0.0
H -1.663 6.098 -0.171 0.0 0.1 0.0
H -3.688 4.787 0.059 -0.1 0.0 0.1
H -2.866 3.589 1.064 -0.1 -0.1 0.1
H -2.757 2.598 -1.196 0.0 0.0 -0.1
H -2.363 4.168 -1.890 0.0 0.1 -0.1
H 0.680 0.178 1.244 0.0 -0.1 -0.2
H 3.386 -0.288 0.775 0.0 0.2 0.2
H 4.564 -2.328 -0.556 0.2 -0.1 0.0
H 2.534 -3.511 -1.935 -0.1 -0.1 -0.1
H -1.059 -0.893 2.355 0.0 -0.1 0.0
H -2.022 -2.085 1.437 0.1 0.1 0.1
H 1.045 -1.565 3.300 0.0 0.1 0.0
H 2.822 -3.239 3.574 0.1 0.0 0.1
H 2.814 -5.289 2.203 0.1 -0.1 0.0
H 1.005 -5.666 0.569 0.0 -0.1 -0.1
H -0.779 -3.984 0.294 -0.1 0.0 -0.1
H 0.158 -1.798 -3.239 0.1 -0.2 0.1